C2H3I3O | the ωB97M-V functional and the def2-TZVPD basis

Geometry as XYZ:
```
9
Properties=species:S:1:pos:R:3:forces:R:3:mulliken_charge:R:1
I -2.501315 -0.421776 0.341882 -0.143 0.149 -0.236 0.05
C -0.670834 0.520158 0.608780 1.447 -2.095 2.612 -0.44
C -0.149432 1.439634 -0.154585 -1.022 0.791 -1.303 -0.33
I 1.668983 2.395186 0.270728 -0.467 -0.285 -0.251 0.07
H -0.099643 -0.035060 1.462440 -1.077 1.553 -1.504 0.31
H -0.759111 1.727007 -1.051806 1.077 0.259 0.869 0.32
O 0.475791 -1.505936 -0.868613 0.069 -0.010 -0.350 -0.60
I 2.118738 -1.842348 0.140058 0.303 -0.102 0.162 0.25
H -0.083174 -2.276868 -0.748887 -0.188 -0.259 0.000 0.37
```
Positions in Å, forces in eV/Å.

Properties
E_LUMO, eV: -0.700
SMILES string: I/C=C/I.OI
Gap between HOMO and LUMO, Ha: 0.3016
HOMO level, eV: -8.91
Calculated total energy, Eh: -1046.2440
Relative energy (zero: lowest compared OMol25 entry of this formula, charge and spin), kcal per mole: 35.09

C9H21Cl2O2P2Ti | the ωB97M-V functional and the def2-TZVPD basis

Geometry as XYZ:
```
37
Properties=species:S:1:pos:R:3:forces:R:3:mulliken_charge:R:1
C 1.898110 0.409511 -1.958998 -0.125 0.270 -0.340 -1.02
C 2.115324 -0.314203 -0.676658 3.487 -2.696 -0.981 0.50
H 2.634626 0.039758 -2.682464 -0.207 0.029 0.175 0.40
H 2.035531 1.494556 -1.832626 -0.112 -0.302 0.016 0.33
H 0.890385 0.220287 -2.369430 0.192 0.054 0.151 0.27
O 2.824870 -1.311780 -0.543274 -2.256 2.582 -0.027 -0.43
Cl -2.858206 -0.162268 -0.172338 1.186 0.029 -0.140 -0.21
Ti -0.741656 -0.077164 0.464650 -2.675 0.065 2.768 -0.51
P -0.643863 2.402512 0.017604 -0.380 1.671 -0.551 1.12
C 0.768085 3.485679 0.367191 0.413 -0.423 0.188 -1.18
C -1.115424 2.812193 -1.696680 0.100 -0.449 -0.130 -1.18
H -1.143882 3.902324 -1.823645 0.012 -0.261 0.086 0.42
H -1.873489 4.251234 0.972682 0.029 -0.264 -0.061 0.41
H -2.101172 2.382575 -1.912955 0.205 0.146 0.009 0.40
H -2.954592 2.860696 0.612324 0.205 0.070 0.092 0.40
H 1.619175 3.224254 -0.272554 -0.108 0.195 0.136 0.33
H -0.384729 2.381992 -2.392805 -0.195 0.228 0.022 0.31
C -1.977429 3.159235 1.008675 -0.127 -0.494 0.303 -1.09
H 0.478042 4.530930 0.190541 0.030 -0.343 0.013 0.47
H -1.898186 2.814303 2.046347 -0.084 0.212 -0.159 0.33
H 1.068491 3.355346 1.414366 -0.013 0.146 -0.201 0.39
P -0.193318 -2.518381 0.418666 0.553 -1.563 0.293 1.17
C 1.113032 -2.991335 1.590708 0.146 0.414 -0.036 -1.14
C -1.638432 -3.437710 1.032329 -0.452 0.504 -0.003 -1.03
H -0.479755 -2.990312 -1.916497 0.154 -0.255 0.048 0.40
H 0.151441 -4.416391 -1.025776 0.064 0.292 -0.012 0.43
H 1.244738 -3.042768 -1.442918 -0.230 -0.221 0.000 0.33
C 0.227368 -3.327805 -1.148016 -0.012 0.487 -0.310 -1.18
H -2.530161 -3.142155 0.467662 0.117 -0.222 0.143 0.36
H -1.450524 -4.511893 0.904979 0.038 0.272 0.025 0.43
H 1.149397 -4.087500 1.652758 0.009 0.278 -0.029 0.43
H 0.883148 -2.562803 2.573526 0.079 -0.192 -0.159 0.38
H -1.799007 -3.208451 2.092788 0.017 -0.076 -0.228 0.35
H 2.073210 -2.597780 1.235052 -0.151 -0.265 0.214 0.35
Cl -0.914792 -0.036878 2.685975 0.164 -0.042 -1.729 -0.21
O 2.036582 0.749568 1.537313 -1.532 -1.489 -2.936 -0.26
C 1.487049 0.260626 0.581509 1.456 1.613 3.348 0.74
```
Positions in Å, forces in eV/Å.

Properties
E_LUMO (alpha / beta), eV: -9.300 / -10.276
Multiplicity: 2
Gap between HOMO and LUMO (alpha / beta), Ha: 0.2920 / 0.2641
HOMO level (alpha / beta), eV: -17.25 / -17.46
Calculated total energy, Eh: -2958.0169
Relative energy (zero: lowest compared OMol25 entry of this formula, charge and spin), kcal per mole: 16.04
Net charge: +2

C23H54GeHfO8Si3 | the ωB97M-V functional and the def2-TZVPD basis

Geometry as XYZ:
```
90
Properties=species:S:1:pos:R:3:forces:R:3:mulliken_charge:R:1
Hf -0.762425 1.073729 -0.100083 -0.927 0.827 0.291 1.11
C 0.278133 2.793470 -2.700626 0.030 -0.071 0.057 -0.53
C -0.898358 2.146486 -3.368754 0.038 -0.006 0.000 -0.78
O -1.343701 1.150115 -2.415414 -0.047 -0.261 -0.161 -0.63
C -2.699982 0.734336 -2.688081 0.122 -0.006 0.061 0.22
C -3.573051 1.710850 -1.948221 -0.032 -0.126 0.050 -1.00
O -3.114748 1.717246 -0.566603 -0.061 0.062 -0.094 -0.39
C -4.142590 1.271860 0.358475 0.036 -0.116 0.000 -0.94
C -3.932376 -0.215125 0.507568 0.028 0.210 -0.035 -0.66
O -2.577954 -0.347160 0.976295 0.000 0.028 0.111 -0.04
C -2.524897 -0.547199 2.404420 0.115 -0.063 -0.031 -1.23
C -1.101232 -0.246942 2.781709 -0.054 0.101 -0.144 -0.42
O -0.784158 1.052610 2.200571 -0.034 -0.302 0.290 0.07
C -1.277414 2.132012 3.037080 0.055 -0.027 -0.036 -0.69
C -0.768636 3.397428 2.431122 0.100 -0.058 -0.083 -0.93
O -1.100867 3.319455 1.039934 -0.001 0.196 0.007 -0.39
C -0.660795 4.513101 0.362782 -0.032 -0.074 -0.076 -0.86
C -0.833244 4.257158 -1.103568 0.055 -0.055 0.040 -0.45
O -0.106880 3.032862 -1.339533 0.010 0.112 0.051 -0.24
H 0.600199 3.716490 -3.180906 -0.064 0.010 -0.026 0.67
H 1.123979 2.111009 -2.660957 0.092 -0.077 0.019 -0.26
H -0.636621 1.659986 -4.308693 0.020 -0.003 0.016 0.62
H -1.706539 2.856241 -3.551311 0.008 0.028 0.006 0.36
H -2.798489 -0.278865 -2.298322 0.009 -0.017 0.007 -0.46
H -2.879528 0.711968 -3.762762 -0.018 0.050 -0.003 0.63
H -4.624549 1.433336 -1.998420 0.007 -0.039 0.009 0.62
H -3.478338 2.725930 -2.332228 0.006 0.003 -0.011 0.30
H -5.128713 1.543921 -0.011887 0.005 0.007 -0.022 0.66
H -3.974791 1.802045 1.295781 0.023 -0.024 0.017 0.21
H -3.997369 -0.722907 -0.454170 -0.022 -0.027 -0.001 0.34
H -4.630077 -0.699903 1.189594 0.006 0.075 0.064 0.61
H -2.803000 -1.571960 2.648893 0.026 -0.001 -0.035 0.62
H -3.231813 0.127082 2.893656 0.011 0.016 0.010 0.54
H -0.412765 -0.954382 2.325950 0.020 -0.003 0.007 -0.35
H -0.936888 -0.218009 3.857736 -0.066 0.030 0.014 0.65
H -0.898012 1.990647 4.048680 0.014 0.030 0.004 0.45
H -2.367421 2.110449 3.056034 -0.015 0.020 -0.003 0.35
H 0.317398 3.478965 2.532983 -0.003 -0.005 0.014 0.39
H -1.235249 4.272122 2.887385 -0.036 -0.020 0.019 0.57
H 0.397161 4.669689 0.587659 -0.010 0.033 0.010 0.39
H -1.238652 5.372549 0.705201 -0.046 -0.011 -0.039 0.47
H -0.393832 5.061672 -1.693458 0.005 0.012 0.014 0.55
H -1.882995 4.136049 -1.379263 -0.019 0.014 0.030 0.14
C 3.538268 1.839217 0.672327 -0.004 -0.015 -0.004 -1.57
C 2.238907 1.149900 0.909254 0.054 0.276 0.010 1.06
O 2.146620 0.151145 1.682824 -0.155 -0.083 0.015 -0.84
O 1.195448 1.618776 0.350984 0.525 -0.360 0.099 -0.31
H 4.348270 1.116420 0.589708 0.009 0.013 -0.018 0.45
H 3.754916 2.476447 1.534098 -0.004 -0.005 0.005 0.45
H 3.485785 2.455983 -0.219465 0.015 0.011 0.022 0.37
C 4.104718 -1.924250 1.343904 -0.047 0.035 0.046 -0.82
Si 3.328247 -0.834529 2.623842 0.093 -0.083 -0.011 0.41
C 4.481276 0.328903 3.485740 -0.088 -0.018 0.002 -1.13
C 2.171026 -1.719353 3.767221 0.066 0.078 -0.030 -0.98
Ge 0.078718 -1.367643 -0.473572 0.090 -0.260 -0.757 1.06
Si -0.988413 -3.556723 -0.413128 0.041 0.036 0.087 0.57
C -2.315641 -3.636605 0.909422 0.006 -0.054 -0.083 -0.94
C 0.283995 -4.873599 -0.063790 -0.021 0.066 0.044 -1.04
C -1.732742 -3.689262 -2.135336 0.011 -0.068 0.096 -1.05
Si 1.675577 -1.467797 -2.343052 0.091 -0.066 0.236 1.08
C 2.569702 -3.107945 -2.389174 -0.040 0.038 -0.103 -1.44
C 2.995109 -0.126340 -2.184058 -0.034 -0.044 -0.018 -0.56
C 0.677448 -1.237454 -3.916927 0.133 -0.001 0.005 -0.65
H 5.004835 -2.396710 1.743733 -0.011 -0.008 0.045 0.58
H 4.407199 -1.374908 0.450798 0.023 0.013 0.007 0.26
H 3.422145 -2.721634 1.043614 -0.018 0.009 -0.030 0.15
H 4.860367 -0.183641 4.374338 0.030 -0.001 -0.012 0.46
H 3.988894 1.236855 3.840734 -0.012 -0.015 0.011 0.36
H 5.346563 0.610889 2.885908 -0.013 0.002 -0.024 0.38
H 2.748304 -2.261527 4.519722 0.013 -0.025 -0.016 0.48
H 1.553969 -2.451856 3.243432 -0.016 0.018 -0.025 0.24
H 1.526137 -1.024339 4.308092 0.013 0.010 0.018 0.27
H -1.931564 -3.368684 1.895405 0.031 -0.034 -0.020 0.24
H -2.657103 -4.673087 0.980299 -0.017 0.000 -0.012 0.56
H -3.190990 -3.027006 0.679786 0.016 0.025 0.004 0.17
H 0.553749 -4.878256 0.994499 0.015 0.004 0.002 0.31
H 1.194099 -4.754988 -0.647573 0.012 -0.004 -0.035 0.28
H -0.129228 -5.858789 -0.294248 -0.045 0.009 -0.003 0.39
H -2.027398 -2.732734 -2.570722 -0.014 0.020 0.026 0.17
H -2.625078 -4.319383 -2.089428 0.015 -0.021 -0.012 0.46
H -1.035341 -4.167563 -2.824985 0.030 0.026 -0.009 0.38
H 2.956880 -3.411589 -1.416484 0.018 0.029 0.020 0.29
H 3.424019 -3.019867 -3.066408 -0.008 -0.002 -0.014 0.46
H 1.939224 -3.910145 -2.774198 -0.028 -0.022 0.030 0.37
H 3.823458 -0.498159 -1.577107 -0.001 -0.023 0.009 0.43
H 2.664739 0.811272 -1.739654 -0.083 0.066 -0.063 -0.35
H 3.412863 0.099984 -3.168727 -0.002 -0.009 -0.003 0.61
H 0.039217 -2.097609 -4.119440 -0.026 -0.027 0.035 0.31
H 1.382787 -1.156454 -4.749431 -0.032 -0.004 -0.025 0.50
H 0.052140 -0.345796 -3.919017 0.016 -0.007 0.030 -0.19
```
Positions in Å, forces in eV/Å.

Properties
E_LUMO (alpha / beta), eV: -8.449 / -9.004
Multiplicity: 2
Gap between HOMO and LUMO (alpha / beta), Ha: 0.2381 / 0.2500
HOMO level (alpha / beta), eV: -14.93 / -15.81
Calculated total energy, Eh: -4503.3546
Relative energy (zero: lowest compared OMol25 entry of this formula, charge and spin), kcal per mole: 0.00
Net charge: +3